No. 1
Here is a structure of composition C33H26N4OsS at a distorted geometry from the OMol25 dataset. Energies are from the ωB97M-V functional and the def2-TZVPD basis.

Calculated values
max |F|	0.05341	hartree/bohr
<S²>	6.120
frontier orbital gap (spin up / spin down)	0.2213 / 0.1551	hartree
net charge	+2
LUMO energy (spin up / spin down)	-7.85 / -9.74	eV
energy relative to the best compared isomer or geometry (same formula, charge and spin)	0.7503	eV
2S+1	5
total energy	-53888.820	eV

Geometry as XYZ:
```
65
C33H26N4OsS | the OMol25 dataset | the ωB97M-V functional and the def2-TZVPD basis
Os -0.1519 -1.0545 0.8510
C 4.3931 -2.4113 -4.3324
C 3.7405 -1.1785 -3.6771
C 2.2918 -1.0903 -4.1549
C 4.4943 0.0850 -4.1364
C 3.8440 -1.2947 -2.1665
C 5.1082 -1.4490 -1.5594
C 5.2777 -1.5821 -0.1977
C 4.1473 -1.5541 0.6094
S 4.0037 -1.7190 2.3380
C 2.3121 -1.5320 2.2241
N 1.8628 -1.3581 0.9759
C 2.8857 -1.3779 0.0362
C 2.7309 -1.2518 -1.3427
C 1.3306 -1.5602 3.2837
C 1.6115 -1.6661 4.6391
C 0.5653 -1.7114 5.5480
C -0.7562 -1.6466 5.1127
C -1.0504 -1.5230 3.7630
C -0.0161 -1.4844 2.8329
H 4.3653 -2.2983 -5.4159
H 3.8531 -3.3219 -4.0661
H 5.4348 -2.5315 -4.0392
H 2.2779 -0.9920 -5.2394
H 1.7776 -0.2188 -3.7421
H 1.7334 -1.9935 -3.8972
H 4.4260 0.1672 -5.2209
H 5.5504 0.0439 -3.8699
H 4.0586 0.9833 -3.6943
H 5.9906 -1.4634 -2.1837
H 6.2654 -1.7049 0.2261
H 1.7310 -1.1366 -1.7472
H 2.6386 -1.7063 4.9812
H 0.7771 -1.8011 6.6049
H -1.5633 -1.6965 5.8310
H -2.0838 -1.4700 3.4449
N -7.8648 5.7323 0.4195
C -7.0015 4.9750 0.4123
C -5.9336 4.0204 0.4070
C -5.0396 3.9711 -0.6622
C -3.9976 3.0633 -0.6383
C -3.8548 2.1802 0.4339
C -4.7705 2.2152 1.4853
C -5.7965 3.1417 1.4820
C -2.7410 1.2123 0.4381
C -3.0491 -0.1597 0.5374
C -4.2909 -0.7822 0.3995
C -4.0972 -2.1709 0.5120
C -2.7512 -2.3671 0.7231
N -2.0914 -1.1629 0.7316
C -1.4436 1.7003 0.3189
C -1.0275 3.0569 0.3710
C 0.3404 3.0836 0.1806
C 0.7457 1.7546 0.0197
N -0.3045 0.9161 0.0944
H -5.1642 4.6403 -1.5019
H -3.3033 3.0206 -1.4682
H -4.6683 1.5360 2.3228
H -6.4949 3.1917 2.3056
H -5.2294 -0.2799 0.2261
H -4.8479 -2.9409 0.4465
H -2.2318 -3.3001 0.8900
H -1.6699 3.9064 0.5373
H 0.9775 3.9518 0.1481
H 1.7434 1.3937 -0.1909
```

---

No. 2
Here is a structure of composition C33H27AgN9O3 from the OMol25 dataset. Energies are from the ωB97M-V functional and the def2-TZVPD basis.

Calculated values
max |F|	0.01018	hartree/bohr
frontier orbital gap	0.1962	hartree
net charge	-1
LUMO energy	2.15	eV
energy relative to the best compared isomer or geometry (same formula, charge and spin)	0.0000	eV
total energy	-58213.481	eV

Geometry as XYZ:
```
73
C33H27AgN9O3 | the OMol25 dataset | the ωB97M-V functional and the def2-TZVPD basis
Ag 0.6656 0.1603 -0.3316
C 2.7194 0.1769 5.6371
O 2.1810 0.0809 4.3480
C 1.5426 -1.1030 4.0272
C 1.1357 -2.0159 4.9700
C 0.4695 -3.1930 4.5792
C 0.2187 -3.3903 3.2411
C 0.5896 -2.4653 2.2513
C 0.2286 -2.8267 0.8775
N 0.2668 -2.0702 -0.1445
N -0.1949 -2.6196 -1.3333
C 0.4051 -2.0831 -2.3769
O 1.3850 -1.2816 -2.4062
C -0.1794 -2.5059 -3.7064
C -1.3515 -3.2550 -3.8066
C -1.8810 -3.5741 -5.0489
C -1.2458 -3.1558 -6.2147
C -0.0734 -2.4175 -6.1227
C 0.4521 -2.0957 -4.8758
C 1.3091 -1.2707 2.6068
O 1.7197 -0.3946 1.7956
H 3.3499 1.0663 5.6517
H 3.3280 -0.6981 5.8876
H 1.9446 0.2852 6.4082
H 1.3205 -1.8413 6.0227
H 0.1680 -3.9220 5.3206
H -0.2926 -4.2946 2.9218
H -0.1354 -3.8500 0.7303
H -1.8316 -3.5688 -2.8892
H -2.7969 -4.1511 -5.1123
H -1.6620 -3.4068 -7.1837
H 0.4361 -2.0976 -7.0256
H 1.3658 -1.5216 -4.7793
N 0.6807 4.4136 0.4542
C 1.1971 4.7445 -0.7772
C 1.5043 3.5563 -1.3682
N 1.1841 2.5132 -0.5347
C 0.6747 3.0571 0.5462
C 0.0952 2.3144 1.6658
N -0.7068 1.2901 1.5238
C -0.9999 0.8729 2.7972
C -0.3520 1.6477 3.7100
N 0.3270 2.5911 2.9781
H 0.2794 5.0505 1.1193
H 1.3019 5.7646 -1.1029
H 1.9466 3.3839 -2.3360
H -1.6083 0.0016 2.9756
H -0.2816 1.5946 4.7822
H 1.0572 3.1841 3.3306
N -2.2751 2.9909 -6.6520
C -3.0440 3.8145 -7.4446
C -3.0695 4.0517 -8.8148
C -3.9942 4.9738 -9.2691
C -4.8603 5.6355 -8.3839
C -4.8276 5.3909 -7.0245
C -3.9060 4.4614 -6.5472
N -3.6685 4.0248 -5.2555
C -2.7082 3.1521 -5.3603
C -2.1185 2.3903 -4.2496
C -2.8074 2.2520 -3.0554
C -2.2470 1.4775 -2.0514
N -1.0718 0.8657 -2.1586
C -0.3983 1.0193 -3.2979
C -0.8846 1.7640 -4.3632
H -1.6199 2.2955 -6.9635
H -2.3993 3.5404 -9.4942
H -4.0509 5.1898 -10.3281
H -5.5703 6.3508 -8.7793
H -5.4965 5.8999 -6.3427
H -3.7726 2.7245 -2.9294
H -2.7680 1.3330 -1.1101
H 0.5478 0.4856 -3.3549
H -0.2779 1.8529 -5.2573
```

---

No. 3
Here is a structure of composition C33H27AuN7O3Se from the OMol25 dataset. Energies are from the ωB97M-V functional and the def2-TZVPD basis.

Calculated values
max |F|	0.00215	hartree/bohr
frontier orbital gap	0.2220	hartree
net charge	+1
LUMO energy	-3.67	eV
energy relative to the best compared isomer or geometry (same formula, charge and spin)	0.0000	eV
total energy	-120264.832	eV

Geometry as XYZ:
```
72
C33H27AuN7O3Se | the OMol25 dataset | the ωB97M-V functional and the def2-TZVPD basis
Au -0.2073 0.2852 -0.2317
O -0.2729 2.1297 -0.9806
C -0.5725 2.4123 -2.2513
C -0.9878 3.7321 -2.4914
C -1.3147 4.1689 -3.7542
C -1.2517 3.2947 -4.8396
C -0.8402 2.0018 -4.6230
C -0.4803 1.5364 -3.3487
C 0.0091 0.1725 -3.2073
N 0.1988 -0.4883 -2.0768
C 0.6672 -1.7517 -2.3636
C 0.7712 -1.8565 -3.7080
N 0.3580 -0.6447 -4.2211
H -1.0451 4.4008 -1.6417
H -1.6329 5.1929 -3.8996
H -1.5243 3.6224 -5.8323
H -0.8131 1.3266 -5.4697
H 0.8841 -2.4595 -1.5836
H 1.1057 -2.6616 -4.3361
H 0.3556 -0.3929 -5.1936
C -1.7614 -4.9334 -5.9104
O -3.1048 -4.9437 -5.4715
C -3.3371 -5.1861 -4.1565
C -4.6776 -5.2199 -3.7720
C -5.0091 -5.4842 -2.4617
C -4.0147 -5.6570 -1.5000
C -2.6833 -5.6453 -1.8866
C -2.3411 -5.4205 -3.2147
N -4.4742 -5.9610 -0.1748
N -4.0049 -5.4144 0.8294
C -3.0138 -4.3770 0.7237
C -1.7873 -4.5772 1.2936
C -0.7964 -3.5871 1.2293
C -1.0339 -2.3671 0.6382
O -0.0077 -1.4901 0.6147
C -2.3338 -2.1063 0.1014
N -2.5887 -0.8877 -0.4498
C -3.7743 -0.6467 -0.9420
C -4.8305 -1.5779 -0.9186
C -4.6031 -2.8045 -0.3703
C -3.3245 -3.1184 0.1516
H -1.7919 -4.7176 -6.9744
H -1.2818 -5.9027 -5.7533
H -1.1856 -4.1571 -5.3962
H -5.4387 -5.0656 -4.5248
H -6.0459 -5.5589 -2.1580
H -1.9004 -5.8339 -1.1664
H -1.2990 -5.4437 -3.4983
H -1.5762 -5.5237 1.7751
H 0.1818 -3.7655 1.6566
H -3.9267 0.3352 -1.3811
H -5.7953 -1.3119 -1.3266
H -5.3942 -3.5402 -0.3204
C 1.5097 3.5847 1.2403
N 0.0753 3.7982 1.3452
C -0.8471 2.8724 1.6067
Se -0.5728 1.0566 2.0388
N -2.0570 3.4378 1.5130
C -1.9289 4.7707 1.1516
C -2.8604 5.7713 0.9062
C -2.3565 7.0014 0.5333
C -0.9769 7.2282 0.4086
C -0.0528 6.2324 0.6556
C -0.5616 4.9962 1.0352
H 1.7403 2.5889 1.6058
H 2.0291 4.3267 1.8433
H 1.8066 3.6686 0.1962
H -2.9085 2.9210 1.6640
H -3.9234 5.5974 0.9991
H -3.0415 7.8134 0.3324
H -0.6311 8.2090 0.1130
H 1.0095 6.4080 0.5583
```

---

No. 4
Here is a cluster of 3 separate species, C33H27BN5O8 in total at a distorted geometry from the OMol25 dataset. Energies are from the ωB97M-V functional and the def2-TZVPD basis.

Calculated values
max |F|	0.06566	hartree/bohr
frontier orbital gap	0.2946	hartree
net charge	+1
LUMO energy	-3.39	eV
total energy	-59161.387	eV

Geometry as XYZ:
```
74
C33H27BN5O8 | the OMol25 dataset | the ωB97M-V functional and the def2-TZVPD basis
N 0.8430 0.5263 0.8199
C 1.1991 0.8507 -0.3381
C 1.7843 -0.0754 -1.4138
N 1.3889 -1.4853 -1.3123
C 2.3943 -2.5268 -1.1219
C 1.4959 -3.6426 -0.5357
O 1.4706 -3.8010 0.8887
N 2.2127 -2.8216 1.5698
O 1.7976 -2.6409 2.6416
N 0.1307 -3.2132 -0.8510
C 0.1419 -1.8359 -1.1190
N -0.9446 -1.1001 -1.1669
B -2.3277 -1.5607 -0.9001
O -2.6769 -2.8603 -0.8239
O -3.3055 -0.5991 -0.7695
H 1.0403 -0.4754 0.9384
H 1.0390 1.8910 -0.6432
H 2.8764 -0.0431 -1.2843
H 1.6052 0.3472 -2.4114
H 2.7258 -2.7233 -2.1527
H 3.3110 -2.2822 -0.5861
H 1.8240 -4.5537 -1.0381
H -0.4004 -3.3867 0.0028
H -0.8512 -0.1199 -1.4058
H -3.4657 -2.9137 -0.2576
H -3.0756 -0.0668 0.0106
C -7.0806 -3.2337 4.6679
C -8.3177 -2.8705 5.1906
C -9.0812 -1.9016 4.5608
C -8.6066 -1.2825 3.4114
C -7.3545 -1.6299 2.8992
C -6.5999 -2.6150 3.5262
C -6.8105 -0.9436 1.6983
O -5.7198 -1.2465 1.2462
C -7.6193 0.1275 1.0623
C -7.1025 0.8182 -0.0283
C -7.8523 1.8100 -0.6380
C -9.1265 2.1111 -0.1670
C -9.6443 1.4298 0.9222
C -8.8906 0.4435 1.5458
C -9.4453 -0.2563 2.7355
O -10.5542 0.0072 3.1486
H -6.4897 -3.9975 5.1569
H -8.6865 -3.3465 6.0900
H -10.0453 -1.6237 4.9653
H -5.6355 -2.8951 3.1245
H -6.1133 0.5830 -0.3987
H -7.4464 2.3500 -1.4840
H -9.7140 2.8817 -0.6492
H -10.6333 1.6678 1.2902
C 7.9947 -0.8097 0.3885
C 9.3250 -0.5089 0.1144
C 9.6441 0.6146 -0.6300
C 8.6344 1.4368 -1.1142
C 7.2980 1.1226 -0.8601
C 6.9843 0.0028 -0.0976
C 6.2036 1.9643 -1.4109
O 5.0361 1.6912 -1.1860
C 6.5596 3.1383 -2.2470
C 5.5493 3.9052 -2.8168
C 5.8694 5.0100 -3.5878
C 7.2010 5.3602 -3.7867
C 8.2121 4.5971 -3.2261
C 7.8966 3.4801 -2.4633
C 8.9931 2.6506 -1.8967
O 10.1537 2.9523 -2.0716
H 7.7480 -1.6831 0.9789
H 10.1131 -1.1514 0.4850
H 10.6792 0.8508 -0.8378
H 5.9501 -0.2350 0.1130
H 4.5131 3.6373 -2.6610
H 5.0814 5.6027 -4.0344
H 7.4492 6.2281 -4.3837
H 9.2473 4.8680 -3.3853
```

---

No. 5
Here is a structure of composition C33H27Br4N5O2P2V from the OMol25 dataset. Energies are from the ωB97M-V functional and the def2-TZVPD basis.

Calculated values
max |F|	0.01736	hartree/bohr
frontier orbital gap (spin up / spin down)	0.2012 / 0.2009	hartree
net charge	+3
LUMO energy (spin up / spin down)	-10.43 / -10.44	eV
total energy	-370616.181	eV

Geometry as XYZ:
```
74
C33H27Br4N5O2P2V | the OMol25 dataset | the ωB97M-V functional and the def2-TZVPD basis
V 1.0116 -0.7462 0.3936
C -2.7834 0.7780 -1.5447
N -1.4920 0.4919 -0.8853
P -1.2944 0.0438 0.7242
C -2.5573 -1.1126 1.2143
C -2.3432 -2.4923 1.1987
C -3.3776 -3.3572 1.5135
C -4.6272 -2.8485 1.8444
C -4.8462 -1.4769 1.8720
C -3.8142 -0.6054 1.5665
C -1.4711 1.4899 1.7463
C -1.6518 2.7504 1.1840
C -1.8242 3.8520 2.0107
C -1.7903 3.6965 3.3883
C -1.5940 2.4382 3.9517
C -1.4414 1.3327 3.1347
P -0.1763 -0.1773 -1.6679
C -0.6084 -1.5570 -2.6915
C -0.9740 -1.3705 -4.0282
C -1.4014 -2.4573 -4.7733
C -1.4560 -3.7210 -4.1986
C -1.0878 -3.9127 -2.8715
C -0.6689 -2.8315 -2.1186
C 0.6472 1.0690 -2.6101
C 0.5063 2.4156 -2.2525
C 1.2024 3.3881 -2.9498
C 2.0492 3.0197 -3.9891
C 2.2082 1.6810 -4.3365
C 1.5210 0.7016 -3.6442
H -3.3306 -0.1465 -1.7282
H -2.5990 1.2893 -2.4885
H -3.3798 1.4322 -0.9120
H -1.3685 -2.8999 0.9627
H -3.2117 -4.4259 1.5088
H -5.4341 -3.5253 2.0921
H -5.8184 -1.0866 2.1401
H -3.9862 0.4632 1.6113
H -1.6755 2.8776 0.1097
H -1.9903 4.8291 1.5774
H -1.9284 4.5569 4.0295
H -1.5839 2.3242 5.0272
H -1.3363 0.3477 3.5768
H -0.9348 -0.3890 -4.4832
H -1.6911 -2.3185 -5.8059
H -1.7850 -4.5645 -4.7909
H -1.1253 -4.9013 -2.4351
H -0.3830 -2.9917 -1.0830
H -0.1437 2.6966 -1.4334
H 1.0862 4.4313 -2.6869
H 2.5901 3.7825 -4.5347
H 2.8720 1.4048 -5.1448
H 1.6610 -0.3397 -3.9068
Br 4.5094 5.0037 -0.4694
C 3.9093 3.2445 -0.5607
C 4.5402 2.3200 -1.4541
Br 5.9577 2.8815 -2.5167
C 4.1167 0.9995 -1.5458
Br 4.8841 -0.2964 -2.6415
C 3.0287 0.6424 -0.7671
O 2.4810 -0.5812 -0.6316
C 2.4074 1.5431 0.0937
O 1.4101 0.9499 0.7698
C 2.8468 2.8548 0.2364
Br 1.9284 3.9648 1.4205
N 3.4953 -3.9356 5.1677
C 2.8917 -2.8358 4.7782
N 3.0542 -1.6817 5.3999
N 2.0687 -2.9446 3.7075
C 1.5493 -2.3315 2.7956
N 0.9554 -1.8915 1.8449
H 4.0886 -3.9665 5.9841
H 3.3430 -4.7943 4.6600
H 3.6451 -1.6009 6.2151
H 2.5201 -0.8726 5.1307
```

---

No. 6
Here is a structure of composition C33H27Cl5N2O10W at a distorted geometry from the OMol25 dataset. Energies are from the ωB97M-V functional and the def2-TZVPD basis.

Calculated values
max |F|	0.07213	hartree/bohr
<S²>	2.020
frontier orbital gap (spin up / spin down)	0.1826 / 0.2309	hartree
net charge	-2
LUMO energy (spin up / spin down)	4.05 / 4.05	eV
energy relative to the best compared isomer or geometry (same formula, charge and spin)	0.4616	eV
2S+1	3
total energy	-122555.734	eV

Geometry as XYZ:
```
78
C33H27Cl5N2O10W | the OMol25 dataset | the ωB97M-V functional and the def2-TZVPD basis
W -0.6116 -19.5206 10.0756
C -2.4686 -16.5059 5.4839
O -1.9933 -17.4370 6.4173
C -1.3385 -18.5545 5.9138
C -1.1477 -18.9339 4.6012
C -0.4586 -20.0957 4.2576
C 0.0413 -20.9084 5.2449
C -0.2276 -20.5815 6.5812
C 0.2629 -21.4265 7.5994
N 0.3613 -21.0763 8.8630
N 1.1451 -22.0036 9.5139
C 1.3554 -21.5741 10.7478
O 0.8461 -20.4292 11.1670
C 2.0851 -22.3256 11.7038
C 2.0697 -21.9828 13.0764
C 2.9006 -22.6411 13.9891
C 3.7183 -23.6687 13.5653
C 3.6394 -24.0368 12.1880
C 2.8746 -23.3745 11.2518
C -0.9282 -19.4049 6.9384
O -1.1485 -19.0084 8.1784
H -1.5831 -16.0489 5.0358
H -2.9087 -15.7614 6.1451
H -3.2237 -16.8739 4.7936
H -1.5106 -18.2376 3.8457
H -0.3790 -20.4040 3.2403
H 0.6188 -21.8141 5.0006
H 0.6424 -22.3688 7.3044
H 1.5573 -21.1047 13.2924
H 2.8191 -22.3515 15.0391
H 4.3413 -24.2437 14.2640
H 4.2285 -24.9162 11.8670
H 2.7817 -23.4830 10.1850
Cl -6.8023 -22.2109 11.5237
C -5.4860 -21.0888 11.1738
C -5.7692 -19.7483 11.2302
Cl -7.3840 -19.1343 11.5927
C -4.7139 -18.8418 11.0289
Cl -4.9758 -17.1258 11.0530
C -3.4591 -19.3164 10.7012
O -2.4906 -18.6197 10.1347
C -3.1440 -20.6819 10.7575
O -1.9109 -21.0803 10.4982
C -4.1795 -21.5748 10.9317
Cl -3.7755 -23.2311 11.0202
C -4.0139 -20.5103 7.3983
C -4.8358 -19.2517 7.5524
O -5.8055 -19.2568 6.5196
C -6.9929 -18.5598 6.8230
C -6.7905 -17.0775 6.8395
H -3.1828 -20.6200 8.1109
H -3.6021 -20.4948 6.4151
H -4.6687 -21.3825 7.5524
H -4.2154 -18.3415 7.4499
H -5.3835 -19.2159 8.5321
H -7.3501 -18.7799 7.8605
H -7.7405 -18.8260 6.0934
H -6.1430 -16.7269 7.6263
H -7.6896 -16.4720 6.9697
H -6.4064 -16.7428 5.8499
O 1.0226 -17.2204 7.6273
C 1.4769 -17.6838 8.6235
O 0.9029 -18.2322 9.6054
C 2.9660 -17.6935 8.8550
C 3.4531 -17.8959 10.2033
C 4.8114 -18.1650 10.3649
C 5.6359 -18.1646 9.2449
O 7.0046 -18.5181 9.1769
C 7.4090 -17.7443 8.0526
O 6.3176 -17.6392 7.1482
C 5.2082 -17.7660 8.0000
C 3.8600 -17.5318 7.7809
H 2.6894 -18.0146 11.0170
H 5.1184 -18.4938 11.3452
H 8.2182 -18.1331 7.5798
H 7.7440 -16.7540 8.3710
H 3.4968 -17.3010 6.7987
Cl -0.7768 -18.4996 12.2836
```

---

Among the records above, which one has the highest net charge?
C33H27Br4N5O2P2V

---

Among the records above, which one has the lowest net charge?
C33H27Cl5N2O10W